Record 1
# C40H27BF4LaN7O13P2

C40H27BF4LaN7O13P2 as an isolated structure (the ωB97M-V functional and the def2-TZVPD basis, the OMol25 dataset).

orbital gap	6.63	eV
total charge	-2
E_tot	-4040.90643	a.u.
LUMO energy	3.61	eV

Element x y z (Å)
C 13.9986 10.0480 9.2161
N 10.4287 16.9526 9.8357
O 15.6239 18.7641 7.2239
F 7.7925 9.9986 8.6710
H 16.7926 15.7679 9.2875
O 17.2641 17.6866 8.0897
C 15.1384 12.6893 14.2991
C 13.8259 13.0060 16.2801
H 15.2488 12.7116 13.2594
H 6.8797 12.9454 12.7279
P 12.5430 13.5181 13.8247
F 9.3027 11.7747 9.3986
C 16.2695 12.3014 15.0680
H 16.1358 8.4172 13.0433
H 14.1096 8.7348 14.4313
C 8.8904 15.7523 12.7141
H 4.9618 11.8899 13.6295
H 9.1285 15.4208 11.7118
H 13.1730 17.7486 7.6932
O 10.8264 15.6168 9.4434
C 12.3366 15.9619 12.4841
C 7.4472 10.3860 15.6043
H 11.1978 12.0628 14.8308
C 11.8399 10.1543 13.6085
F 9.5954 9.5951 9.9547
C 9.5354 19.4972 9.4429
C 13.1428 18.0673 13.3084
O 16.2659 13.9724 11.0617
C 8.2616 12.1706 14.2033
H 16.8995 11.7782 17.0463
C 12.4951 17.2968 12.2722
H 13.6895 15.6320 15.5550
H 14.7690 12.5460 18.1722
H 12.8295 13.2255 16.6995
C 13.3673 16.0643 14.6512
H 14.0475 18.0169 15.1969
C 6.1477 10.5879 15.0274
F 7.8432 10.6979 10.8886
C 8.4137 17.0200 12.9151
C 15.2801 9.1802 11.2541
H 10.9550 13.6469 15.6148
H 17.1758 12.0571 14.5803
C 12.7980 15.3032 13.6555
C 13.9400 13.0131 14.9058
C 15.7172 15.7323 9.0011
H 11.8171 15.3136 11.7130
O 12.7484 13.7142 9.4439
C 14.1202 9.7154 10.7477
H 8.3900 17.7228 12.1267
H 13.2014 19.1491 13.1731
H 16.1106 9.0283 10.5986
C 15.0969 16.7799 8.2875
H 12.0939 17.8246 11.4200
H 7.7348 18.5087 14.3136
O 11.1608 16.9862 7.7216
C 8.1732 16.6891 15.2833
C 13.5062 14.6841 9.1000
C 16.0668 12.2050 16.4814
H 9.5274 10.9038 15.4860
N 15.5115 13.6302 10.1982
C 8.5142 11.1591 15.1753
C 13.0471 9.6587 12.8214
O 12.8830 10.6276 9.0347
N 11.5256 15.7284 8.1766
C 12.9547 15.8160 8.4977
C 14.1377 9.0135 13.3959
C 10.5521 17.6524 8.7337
O 15.1867 12.4924 9.9379
N 9.0377 19.9661 10.3993
C 14.9317 14.6892 9.3666
C 8.9395 14.8787 13.7959
H 8.5729 14.7458 15.9469
N 16.0624 17.8153 7.8677
H 5.3096 10.0324 15.4304
O 9.9096 13.1064 12.1044
H 7.5480 9.5874 16.3224
C 8.5826 15.3804 15.0885
C 14.8726 12.6026 17.1261
P 9.6062 13.2611 13.5519
C 5.9318 11.5765 14.0512
B 8.5762 10.4708 9.6818
C 13.6262 17.4176 14.4317
La 11.4987 11.7242 10.5375
C 13.7096 16.8606 8.1058
N 13.0974 10.0490 11.5549
C 8.1069 17.5292 14.1786
O 11.9319 10.1641 14.8219
H 7.8575 16.9582 16.2808
N 10.2011 18.8634 8.4504
C 6.9984 12.2918 13.5908
O 12.6274 12.8607 12.4634
C 11.0103 13.1248 14.6493
O 10.9216 10.6505 12.9104
O 14.7939 9.5628 8.4351
C 15.2532 8.8721 12.6085

Just the Mulliken charges please, in e? Sure, here they are:
1 C 0.444
2 N -0.343
3 O -0.659
4 F -0.296
5 H 0.495
6 O -0.677
7 C -0.741
8 C -0.139
9 H 0.553
10 H 0.387
11 P 0.420
12 F -0.463
13 C -0.972
14 H 0.397
15 H 0.535
16 C -0.668
17 H 0.330
18 H 0.114
19 H 0.529
20 O 0.120
21 C 0.597
22 C -0.790
23 H -0.448
24 C -0.152
25 F -0.352
26 C 0.583
27 C -0.868
28 O -0.656
29 C 0.301
30 H 0.327
31 C -0.325
32 H 0.517
33 H 0.507
34 H 0.231
35 C -1.031
36 H 0.422
37 C -0.448
38 F -0.317
39 C -0.515
40 C -0.795
41 H 0.951
42 H 0.542
43 C 0.229
44 C 0.603
45 C -0.246
46 H -0.072
47 O -0.444
48 C 0.360
49 H 0.591
50 H 0.398
51 H 0.542
52 C -0.922
53 H 0.438
54 H 0.472
55 O -0.449
56 C -0.655
57 C 0.152
58 C -0.427
59 H 0.281
60 N 1.005
61 C -0.396
62 C 0.381
63 O -0.782
64 N 0.006
65 C 0.252
66 C -0.700
67 C 0.568
68 O -0.504
69 N -0.685
70 C -0.235
71 C 0.422
72 H 0.415
73 N 1.009
74 H 0.365
75 O -0.367
76 H 0.423
77 C -0.642
78 C -0.997
79 P 1.412
80 C -0.609
81 B 0.341
82 C -0.948
83 La 2.770
84 C 0.018
85 N 0.489
86 C -0.556
87 O -0.739
88 H 0.412
89 N -0.848
90 C -0.336
91 O 0.744
92 C -0.737
93 O -0.390
94 O -0.768
95 C -0.292

***

Record 2
# C4H8O2

A 2-piece molecular cluster, C4H8O2 overall (the ωB97M-V functional and the def2-TZVPD basis, the OMol25 dataset).

orbital gap	9.73	eV
SMILES	O=CC/C=C/O.[H][H]
total charge	0
E_tot	-307.59618	a.u.
LUMO energy	0.73	eV

Element x y z (Å)
H 2.0966 -0.4849 1.1781
H 0.5993 1.4832 0.6915
H -1.6342 -0.6312 0.8706
H -1.5911 -0.3501 -1.2509
C 1.1655 -0.6526 0.6246
C -1.1404 0.3283 0.7436
H 1.8927 0.4074 -1.1695
O -2.0393 1.3251 0.5740
C 1.3385 -0.5058 -0.8662
H -1.5669 2.1138 0.2717
C 0.1857 0.4801 0.7843
H 0.7522 -1.6364 0.8696
O 0.7897 -1.1977 -1.6932
H -1.0456 -0.7054 -1.6096

Just the Mulliken charges please, in e? Sure, here they are:
1 H 0.286
2 H 0.260
3 H 0.499
4 H 0.118
5 C -0.428
6 C -0.246
7 H 0.328
8 O -0.463
9 C 0.060
10 H 0.302
11 C -0.436
12 H 0.286
13 O -0.511
14 H -0.053

***

Record 3
# C27H35FN11O4ReS

C27H35FN11O4ReS as an isolated structure (the ωB97M-V functional and the def2-TZVPD basis, the OMol25 dataset).

orbital gap (spin up / spin down)	1.97 / 2.40	eV
total charge	+3
⟨S²⟩	0.755
E_tot	-2528.57175	a.u.
LUMO energy (spin up / spin down)	-12.17 / -11.74	eV
2S+1	2

Element x y z (Å)
N 4.4795 -4.7304 -0.4226
C 6.6668 -0.1905 2.2025
H -2.3105 5.7012 -2.3374
H -0.4615 4.6926 1.2388
H -2.4984 -4.3580 0.0695
C 4.6220 -2.9244 0.6793
N 0.5984 1.6707 0.6628
H 3.6083 2.0396 3.4799
H 2.6208 0.6021 3.8656
C -1.6631 4.9364 -1.9034
C 0.9988 1.2239 1.8642
C 0.5581 -6.5873 -1.4087
C 5.6556 0.6008 2.7314
C 6.3706 -1.3477 1.5070
H -2.7944 2.1351 1.3442
H -4.5261 3.1711 0.0961
H -3.4667 1.2538 0.1386
H -1.7591 -4.6937 1.6537
H 2.6969 -6.5402 -1.6455
H 0.4252 -7.4552 -2.0356
C 1.8289 -6.0874 -1.1930
H 0.3731 4.8448 -0.1919
C 1.7601 2.1376 0.1029
N 5.3092 -3.8514 0.0475
H -5.5683 -1.3564 -2.5731
F 0.4125 0.1657 -1.5014
H -3.7511 5.3238 0.0782
H 7.6932 0.1099 2.3371
H -3.7944 2.2116 -2.0839
Re -1.0966 0.9910 -0.6139
H -1.4677 1.7565 -2.9429
H -0.6593 5.1388 -2.2853
C -3.4960 3.2076 -1.7575
C -2.1686 3.5846 -2.4209
C 4.0127 -0.9324 1.9042
C 5.0313 -1.7314 1.3641
H -1.6135 6.1953 -0.1776
N 2.3036 1.4348 1.9960
C 1.9836 -4.9680 -0.3613
H 7.1530 -1.9530 1.0784
H -4.2548 3.9111 -2.0999
H -4.8575 0.1075 -3.2897
H -4.1278 -1.4915 -3.6188
H -0.2724 2.8118 -2.6696
N -1.2324 -0.6835 0.6289
C -1.6953 5.1259 -0.3900
N -1.4237 -2.8198 0.9181
C -1.0860 -1.8745 0.0504
H -2.8364 4.5823 1.3581
C 4.3197 0.2369 2.5687
H 0.3723 0.7621 2.6014
C -1.5932 -4.2291 0.6752
N -0.4890 4.4834 0.2342
C 0.8621 -4.3744 0.2368
O 3.3062 -3.2213 0.6175
C -3.4811 3.2421 -0.2295
O -2.4539 0.1378 -1.9529
N -1.8209 -2.2595 2.0589
C -2.9623 4.5962 0.2747
H -0.6879 -2.0394 -0.9313
H 1.0058 -3.5356 0.8998
O -3.1258 -2.0501 -1.1004
H 2.9846 -1.2406 1.7807
H -1.5362 -6.3910 -1.0042
H 1.8450 2.5273 -0.8917
C 3.2580 -4.3712 -0.0902
H -1.9523 -0.2579 2.6216
N -1.1679 2.4936 -2.2925
N 2.7766 2.0063 0.8960
C -1.7034 -0.9813 1.8725
N -2.7798 2.0510 0.3263
O -4.2436 0.0056 -0.4034
C -0.4054 -4.8636 0.0025
H -0.5410 3.4530 0.0931
H 5.9008 1.5050 3.2673
C -4.6529 -0.8789 -2.8970
C 3.1953 1.1079 3.0855
C -0.5515 -5.9856 -0.8249
S -3.5909 -0.7448 -1.4779
H -2.3678 3.7247 -3.4905

Just the Mulliken charges please, in e? Sure, here they are:
1 N -0.465
2 C -0.774
3 H 0.507
4 H 0.455
5 H 0.475
6 C 0.706
7 N -0.144
8 H 0.458
9 H 0.221
10 C -1.436
11 C -0.420
12 C -0.715
13 C -0.843
14 C -0.901
15 H 0.303
16 H 0.490
17 H 0.273
18 H 0.372
19 H 0.567
20 H 0.443
21 C -0.999
22 H 0.496
23 C -0.530
24 N -0.478
25 H 0.436
26 F -0.678
27 H 0.538
28 H 0.434
29 H -0.085
30 Re 1.910
31 H 0.369
32 H 0.376
33 C -1.056
34 C 0.448
35 C -0.169
36 C -0.188
37 H 0.311
38 N 0.694
39 C -0.105
40 H 0.579
41 H 0.595
42 H 0.375
43 H 0.395
44 H 0.349
45 N 0.680
46 C 0.421
47 N 1.131
48 C -0.297
49 H 0.372
50 C 0.798
51 H 0.450
52 C -1.001
53 N 0.151
54 C 0.054
55 O -0.204
56 C 0.323
57 O -0.650
58 N -1.151
59 C -1.519
60 H 0.537
61 H 0.826
62 O -0.433
63 H 0.643
64 H 0.491
65 H 0.504
66 C 0.646
67 H 0.443
68 N -0.557
69 N -0.814
70 C -0.713
71 N -0.641
72 O -0.758
73 C 0.736
74 H -0.240
75 H 0.422
76 C -1.116
77 C -0.682
78 C -0.954
79 S 1.123
80 H 0.392

***

Record 4
# C3H4ClN3

One molecule with the formula C3H4ClN3 (the ωB97M-V functional and the def2-TZVPD basis, the OMol25 dataset).

orbital gap	10.16	eV
SMILES	Cn1nncc1Cl
total charge	0
E_tot	-741.13096	a.u.
LUMO energy	0.63	eV

Element x y z (Å)
H -2.8447 -0.1375 0.8367
Cl -1.3151 -0.4499 -2.0315
H 2.3384 0.3765 0.2547
H 1.5515 0.9221 -1.2482
N 0.2556 0.2554 1.4043
C -1.7953 -0.1707 0.7523
C 1.5719 0.1133 -0.5036
C -0.9753 -0.2468 -0.3988
N -0.9914 0.1217 1.7908
H 1.9395 -0.8237 -0.9677
N 0.2649 0.0396 0.1110

Just the Mulliken charges please, in e? Sure, here they are:
1 H 0.425
2 Cl -0.163
3 H 0.317
4 H 0.317
5 N -0.450
6 C -0.358
7 C -0.814
8 C 0.299
9 N -0.461
10 H 0.286
11 N 0.602

***

Record 5
# C9H12BNO2

One molecule with the formula C9H12BNO2 (the ωB97M-V functional and the def2-TZVPD basis, the OMol25 dataset).

orbital gap	7.29	eV
SMILES	CN1c2ccccc2C[C@H]1B(O)O
total charge	0
E_tot	-580.27637	a.u.
LUMO energy	0.27	eV

Element x y z (Å)
H -2.2273 -2.1443 0.3290
H 0.3555 2.2788 -1.1083
H -4.1472 -0.9884 0.5581
C -0.9542 -0.3845 -0.0576
O 3.1232 -0.6864 1.1226
H 1.5105 0.2239 -1.6022
C 1.3040 0.2434 -0.5484
C -2.2331 1.6366 0.2380
B 2.6806 0.2684 0.2716
H 1.2335 -2.0378 -1.4726
C -3.3954 0.8909 0.3612
C -2.1245 -1.1206 0.2481
H -2.0891 2.7550 0.2054
H -4.3298 1.2996 0.4921
C -1.0086 0.9934 -0.0949
C -3.2854 -0.4924 0.4412
H 3.5447 -0.4430 1.9076
H 0.0824 -2.9591 -0.4789
H 0.9138 2.0970 0.5368
O 3.4638 1.3832 -0.0858
H 1.5626 -2.5410 0.1144
C 0.8402 -2.1493 -0.5002
C 0.4244 1.4799 -0.3744
N 0.3566 -0.8383 -0.1998
H 4.3987 1.2349 -0.3030

Just the Mulliken charges please, in e? Sure, here they are:
1 H 0.366
2 H 0.425
3 H 0.508
4 C 0.450
5 O -0.594
6 H 0.247
7 C -0.286
8 C -0.671
9 B 0.685
10 H 0.406
11 C -0.749
12 C -0.911
13 H 0.299
14 H 0.473
15 C 0.850
16 C -0.535
17 H 0.290
18 H 0.328
19 H 0.163
20 O -0.588
21 H 0.277
22 C -1.101
23 C -0.895
24 N 0.271
25 H 0.292

***

Record 6
# C6H9N

One molecule with the formula C6H9N (the ωB97M-V functional and the def2-TZVPD basis, the OMol25 dataset).

orbital gap	9.92	eV
total charge	0
E_tot	-288.53607	a.u.
LUMO energy	1.05	eV

Element x y z (Å)
H 0.6147 -2.7920 0.1175
H -0.7702 0.2799 1.8145
C 1.0528 0.5566 0.2992
H 1.5156 1.6403 0.8014
H -2.0165 2.0044 0.2623
C -0.5921 0.4194 0.6510
H -1.1529 -1.4996 -0.7217
N 0.2008 -2.0446 0.8157
H 1.1234 -0.5433 -1.5937
C -1.2528 1.4896 -0.2079
H -0.8151 1.8135 -2.2962
C 0.3640 -0.0101 -0.8976
C -0.5338 1.3548 -1.4123
C -0.3846 -1.0087 -0.0756
H 1.6098 -0.1330 0.9659
H 1.0370 -1.5272 1.4774

Just the Mulliken charges please, in e? Sure, here they are:
1 H 0.283
2 H 0.347
3 C -0.936
4 H 0.208
5 H 0.484
6 C -0.166
7 H 0.399
8 N -0.630
9 H 0.362
10 C -0.320
11 H 0.414
12 C 0.561
13 C -0.959
14 C -0.596
15 H 0.234
16 H 0.315

***

Number 1: largest force on an atom 3.70 eV Å⁻¹. Number 2: largest force on an atom 0.82 eV Å⁻¹. Number 3: largest force on an atom 3.63 eV Å⁻¹. Number 4: largest force on an atom 2.74 eV Å⁻¹. Number 5: largest force on an atom 4.55 eV Å⁻¹. Number 6: largest force on an atom 7.79 eV Å⁻¹.